--- A ---
Molecular formula: C20H31N5O4
Method: DFT, wB97M-V/def2-TZVPD

LUMO level: 0.327 eV
E_HOMO: -8.47 eV
Kohn-Sham gap: 0.323 Ha
SMILES string: CC(C)Cn1[nH]c(CC(=O)N2CC(CN(C)C(=O)CC(=O)NC3CC3)C2)cc1=O
spin multiplicity: 1

Bonds (Å) are listed after each position.
Cartesian coordinates (Å):
1 H -1.12902 2.51515 0.56738  C16 1.093
2 C -4.50747 -2.96182 -1.19750  H12 1.092, H21 1.093, H28 1.083, N54 1.450
3 H 5.69040 3.23573 0.51047  C18 1.093
4 C -2.16055 -2.81285 -2.88333  C30 1.522, H33 1.090, C34 1.527, H47 1.094
5 H 5.82848 1.65513 -0.25578  C18 1.090
6 O -1.11262 -1.78391 -0.96913  C30 1.228
7 C -2.89588 0.59689 0.32088  N9 1.470, H15 1.090, H51 1.089, C58 1.549
8 C 0.30337 1.77693 3.41272  C36 1.341, C38 1.467, H57 1.077
9 N -2.90392 1.10760 1.69940  C7 1.470, C42 1.352, C50 1.463
10 H -2.24017 -1.98675 1.05106  C23 1.090
11 N 1.26294 2.92967 1.72917  C36 1.401, N37 1.401, H48 1.015
12 H -4.81497 -3.81028 -0.58185  C2 1.092
13 H -3.84691 -2.65165 1.26129  C23 1.094
14 H 3.45674 2.21978 0.15215  C49 1.096
15 H -3.36186 1.28664 -0.38358  C7 1.090
16 C -1.20496 2.84318 1.60741  H1 1.093, C36 1.488, C42 1.517, H59 1.093
17 H 2.43654 -2.50691 -2.47267  C43 1.081
18 C 5.52491 2.16593 0.65850  H3 1.093, H5 1.090, H31 1.093, C49 1.524
19 H 4.16012 -0.17112 0.25520  C56 1.091
20 O 2.40366 1.18048 4.49817  C38 1.218
21 H -5.29239 -2.20374 -1.14424  C2 1.093
22 H -3.17120 -0.57695 2.96653  C50 1.091
23 C -3.25644 -1.95451 0.65884  H10 1.090, H13 1.094, N54 1.452, C58 1.519
24 H -4.82131 -0.49666 0.40410  C58 1.090
25 C 2.22492 -0.70188 -3.77187  H39 1.080, C43 1.503, C53 1.494, H55 1.083
26 H 1.16212 -1.98194 -5.24070  C53 1.078
27 H -0.07522 -1.34655 -2.59931  N35 1.011
28 H -4.44466 -3.29992 -2.22411  C2 1.083
29 H 3.28327 -2.65627 -4.06219  C43 1.081
30 C -2.11778 -2.29957 -1.45062  C4 1.522, O6 1.228, N54 1.356
31 H 6.18741 1.83313 1.46199  C18 1.093
32 H -4.66699 0.38402 2.66443  C50 1.089
33 H -2.51216 -3.84411 -2.88574  C4 1.090
34 C -0.87569 -2.81990 -3.70800  C4 1.527, N35 1.346, O40 1.219
35 N 0.01737 -1.83909 -3.47710  H27 1.011, C34 1.346, C53 1.429
36 C 0.06243 2.49189 2.30398  C8 1.341, N11 1.401, C16 1.488
37 N 2.27078 2.46225 2.58287  N11 1.401, C38 1.375, C46 1.434
38 C 1.75391 1.73579 3.62992  C8 1.467, O20 1.218, N37 1.375
39 H 2.78716 -0.19601 -4.54333  C25 1.080
40 O -0.74505 -3.66503 -4.57703  C34 1.219
41 H 4.24126 2.29845 3.10140  C46 1.091
42 C -2.39941 2.21078 2.29668  N9 1.352, C16 1.517, O60 1.217
43 C 2.52082 -2.14796 -3.48878  H17 1.081, C25 1.503, H29 1.081, C53 1.500
44 H 4.40096 -0.02405 2.00172  C56 1.093
45 H 2.78694 0.13850 1.31433  C56 1.092
46 C 3.65454 2.62558 2.24231  N37 1.434, H41 1.091, C49 1.524, H52 1.099
47 H -2.89853 -2.22864 -3.44109  C4 1.094
48 H 1.38547 3.92790 1.59061  N11 1.015
49 C 4.06841 1.86410 0.98886  H14 1.096, C18 1.524, C46 1.524, C56 1.522
50 C -3.72535 0.02865 2.24788  N9 1.463, H22 1.091, H32 1.089, C58 1.549
51 H -1.90911 0.27773 -0.01176  C7 1.089
52 H 3.86442 3.69614 2.11365  C46 1.099
53 C 1.25342 -1.75694 -4.19012  C25 1.494, H26 1.078, N35 1.429, C43 1.500
54 N -3.24881 -2.42814 -0.71417  C2 1.450, C23 1.452, C30 1.356
55 H 1.95240 -0.05491 -2.94785  C25 1.083
56 C 3.84131 0.36775 1.14895  H19 1.091, H44 1.093, H45 1.092, C49 1.522
57 H -0.41991 1.29655 4.04915  C8 1.077
58 C -3.81331 -0.55006 0.81421  C7 1.549, C23 1.519, H24 1.090, C50 1.549
59 H -1.35243 3.92599 1.59647  C16 1.093
60 O -2.86241 2.67980 3.31921  C42 1.217



--- B ---
Molecular formula: C20H31N5O4
Method: DFT, wB97M-V/def2-TZVPD

LUMO level: 0.498 eV
E_HOMO: -9.40 eV
Kohn-Sham gap: 0.364 Ha
SMILES string: CN(C[C@@H](O)CNC(=O)c1cnn(CC2CCC2)c1)C(=O)C[C@H]1CCCC(=O)N1
spin multiplicity: 1

Bonds (Å) are listed after each position.
Cartesian coordinates (Å):
1 H 6.85342 2.66420 1.72196  C6 1.092
2 C -2.96581 -2.23775 -1.36786  C5 1.521, N37 1.364, O53 1.221
3 H -7.26911 1.27866 0.18169  C24 1.089
4 H 0.71854 -0.02578 2.61528  N16 1.005
5 C -3.76190 -0.97107 -1.64060  C2 1.521, C22 1.531, H38 1.095, H54 1.089
6 C 6.66419 2.89502 0.67175  H1 1.092, C13 1.545, H44 1.089, C45 1.544
7 H -5.63275 0.24030 -3.37310  N46 1.009
8 C -1.24031 -0.83108 -0.24924  H33 1.089, N37 1.461, H52 1.090, C57 1.529
9 H 6.92534 0.14513 1.37614  C48 1.089
10 H -1.50093 -4.16728 -0.77991  C34 1.085
11 H 8.79349 1.32404 0.25075  C41 1.092
12 H -1.39809 1.11838 2.60430  C60 1.090
13 C 6.66724 1.60522 -0.17942  C6 1.545, C41 1.546, C48 1.511, H51 1.092
14 H 3.84921 1.26297 -0.58209  C32 1.076
15 H -0.08865 -3.18397 -1.21622  C34 1.093
16 N 0.44453 0.54955 1.83832  H4 1.005, C50 1.360, C60 1.446
17 H 8.73460 3.80397 0.52638  C45 1.088
18 C -6.70797 0.77849 -1.78574  C24 1.515, N46 1.361, O49 1.218
19 H -5.25944 -2.04666 -2.70766  C22 1.090
20 H -0.54945 -3.34562 0.48422  C34 1.090
21 H -1.05000 1.65021 0.94912  C60 1.089
22 C -5.23290 -1.27630 -1.93758  C5 1.531, H19 1.090, N46 1.458, C58 1.525
23 C -6.27423 -0.67090 0.27140  C24 1.523, H55 1.094, H56 1.091, C58 1.523
24 C -7.16542 0.36512 -0.40167  H3 1.089, C18 1.515, C23 1.523, H31 1.094
25 O 1.07590 1.48716 -0.12160  C50 1.223
26 H 6.44229 -0.54543 -0.17518  C48 1.093
27 N 4.65247 -0.24744 2.18099  C36 1.320, N40 1.345
28 H -2.11738 -2.16679 1.80221  O47 0.964
29 H -5.37988 -2.59051 -0.25593  C58 1.090
30 H -6.91473 -2.24779 -1.03292  C58 1.093
31 H -8.17378 -0.03941 -0.53125  C24 1.094
32 C 3.83220 0.78227 0.38057  H14 1.076, N40 1.341, C59 1.380
33 H -0.15875 -0.95617 -0.21261  C8 1.089
34 C -0.93637 -3.27466 -0.53189  H10 1.085, H15 1.093, H20 1.090, N37 1.458
35 H -2.78962 -0.09251 1.06416  C57 1.098
36 C 3.34678 -0.11758 2.32855  N27 1.320, H43 1.079, C59 1.410
37 N -1.81000 -2.11377 -0.65339  C2 1.364, C8 1.461, C34 1.458
38 H -3.31010 -0.48419 -2.51152  C5 1.095
39 H 8.53137 1.64202 -1.47373  C41 1.089
40 N 4.92925 0.30851 0.98810  N27 1.345, C32 1.341, C48 1.457
41 C 8.16553 1.85148 -0.46985  H11 1.092, C13 1.546, H39 1.089, C45 1.544
42 H 7.73126 3.95087 -0.92560  C45 1.090
43 H 2.88598 -0.48697 3.23204  C36 1.079
44 H 5.79387 3.54603 0.60848  C6 1.089
45 C 7.95342 3.32548 -0.06116  C6 1.544, H17 1.088, C41 1.544, H42 1.090
46 N -5.89801 -0.08644 -2.45583  H7 1.009, C18 1.361, C22 1.458
47 O -1.58199 -1.41809 2.08721  H28 0.964, C57 1.421
48 C 6.30136 0.30449 0.49794  H9 1.089, C13 1.511, H26 1.093, N40 1.457
49 O -7.08725 1.81614 -2.29887  C18 1.218
50 C 1.37348 0.89920 0.90868  N16 1.360, O25 1.223, C59 1.473
51 H 6.08359 1.74678 -1.09177  C13 1.092
52 H -1.43811 -0.05628 -0.98935  C8 1.090
53 O -3.35474 -3.31460 -1.79303  C2 1.221
54 H -3.69016 -0.25470 -0.82361  C5 1.089
55 H -5.34619 -0.20034 0.61052  C23 1.094
56 H -6.76258 -1.06165 1.16511  C23 1.091
57 C -1.73214 -0.38138 1.12669  C8 1.529, H35 1.098, O47 1.421, C60 1.520
58 C -5.97284 -1.79643 -0.70930  C22 1.525, C23 1.523, H29 1.090, H30 1.093
59 C 2.76531 0.52683 1.21726  C32 1.380, C36 1.410, C50 1.473
60 C -0.96308 0.82101 1.64965  H12 1.090, N16 1.446, H21 1.089, C57 1.520



Computed stability ranking, most favorable first: B, A



--- A ---
Molecular formula: C2H7NO
Method: DFT, wB97M-V/def2-TZVPD

LUMO level: 0.524 eV
E_HOMO: -8.91 eV
Kohn-Sham gap: 0.347 Ha
SMILES string: C=NC.O
spin multiplicity: 1

Bonds (Å) are listed after each position.
Cartesian coordinates (Å):
1 H 0.91689 -2.72688 -1.95473  O7 1.101
2 H -1.36726 2.42205 -0.00841  C5 1.010
3 H 1.76948 -2.96091 -0.49025  O7 1.076
4 N -0.19850 0.90767 0.49560  C5 1.525, C11 1.305
5 C -1.20253 1.53606 -0.46531  H2 1.010, N4 1.525, H6 1.056, H8 1.121
6 H -0.72551 1.72498 -1.38863  C5 1.056
7 O 1.32349 -3.51232 -1.29959  H1 1.101, H3 1.076
8 H -2.15742 0.94854 -0.46859  C5 1.121
9 H 0.02602 1.30000 2.80496  C11 1.195
10 H 0.05443 2.64341 1.40364  C11 1.146
11 C -0.08332 1.52955 1.63689  N4 1.305, H9 1.195, H10 1.146



--- B ---
Molecular formula: C2H7NO
Method: DFT, wB97M-V/def2-TZVPD

LUMO level: 0.879 eV
E_HOMO: -9.71 eV
Kohn-Sham gap: 0.389 Ha
SMILES string: C=NC.O
spin multiplicity: 1

Bonds (Å) are listed after each position.
Cartesian coordinates (Å):
1 C 0.26582 0.71056 1.12204  N2 1.559, H3 1.088, H6 1.188, H8 1.195
2 N -1.14000 0.74650 0.45017  C1 1.559, C7 1.304
3 H 0.29998 -0.05454 1.89471  C1 1.088
4 H 0.41146 -2.29093 0.00114  O11 0.966
5 H 0.84998 -2.71385 -1.27043  O11 0.910
6 H 1.08817 0.39463 0.32506  C1 1.188
7 C -1.18948 1.12088 -0.79775  N2 1.304, H9 1.123, H10 1.115
8 H 0.73713 1.74450 1.49247  C1 1.195
9 H -0.41524 1.75771 -1.30421  C7 1.123
10 H -2.11744 0.88778 -1.37087  C7 1.115
11 O 1.20962 -2.30325 -0.54231  H4 0.966, H5 0.910



--- C ---
Molecular formula: C2H7NO
Method: DFT, wB97M-V/def2-TZVPD

LUMO level: 0.900 eV
E_HOMO: -8.83 eV
Kohn-Sham gap: 0.358 Ha
SMILES string: C=CO.N
spin multiplicity: 1

Bonds (Å) are listed after each position.
Cartesian coordinates (Å):
1 H 1.19264 -0.01339 -1.32156  C7 1.082
2 H 0.37714 -0.77989 0.14406  C7 1.076
3 H 1.23381 1.00338 1.57208  C11 1.085
4 N -2.20562 -1.48704 -0.45683  H6 1.013, H8 1.013, H9 1.014
5 O 2.18188 2.01727 0.00629  H10 0.962, C11 1.365
6 H -2.36021 -2.19226 0.25392  N4 1.013
7 C 0.97843 0.01579 -0.26104  H1 1.082, H2 1.076, C11 1.321
8 H -2.33287 -0.57978 -0.02365  N4 1.013
9 H -2.95527 -1.58324 -1.13338  N4 1.014
10 H 2.44801 2.61367 0.71236  O5 0.962
11 C 1.44206 0.98549 0.50775  H3 1.085, O5 1.365, C7 1.321



--- D ---
Molecular formula: C2H7NO
Method: DFT, wB97M-V/def2-TZVPD

LUMO level: 0.874 eV
E_HOMO: -8.72 eV
Kohn-Sham gap: 0.353 Ha
SMILES string: C=O.CN
spin multiplicity: 1

Bonds (Å) are listed after each position.
Cartesian coordinates (Å):
1 H 3.32628 0.62636 0.16644  C9 1.104
2 N 2.27146 -0.19908 1.83795  H4 1.000, C9 1.422, H11 0.991
3 H -3.28386 1.26586 -2.58754  C6 1.113
4 H 1.48571 -0.77011 1.60005  N2 1.000
5 O -3.09776 0.25131 -0.82856  C6 1.205
6 C -3.26980 0.30877 -2.01993  H3 1.113, O5 1.205, H8 1.108
7 H 4.32457 -0.31901 1.27407  C9 1.087
8 H -3.56520 -0.63523 -2.51815  C6 1.108
9 C 3.31839 -0.21913 0.87571  H1 1.104, N2 1.422, H7 1.087, H10 1.108
10 H 3.30207 -1.03629 0.12706  C9 1.108
11 H 2.41510 -0.18201 2.81839  N2 0.991



Computed stability ranking, most favorable first: C, D, B, A



--- A ---
Molecular formula: CH4NO3
Method: DFT, wB97M-V/def2-TZVPD

charge: -1
LUMO level: 4.004 eV
E_HOMO: -1.39 eV
Kohn-Sham gap: 0.198 Ha
spin multiplicity: 1

Bonds (Å) are listed after each position.
Cartesian coordinates (Å):
1 O 0.67929 -1.24279 0.10773  C6 1.236
2 N -1.50874 0.77758 -0.12340  H3 1.036, O7 1.438
3 H -1.65102 0.72551 -1.14846  N2 1.036
4 H 1.46137 0.49715 1.45604  O5 0.967
5 O 1.69480 0.76507 0.55631  H4 0.967, C6 1.370
6 C 1.08403 -0.13888 -0.27286  O1 1.236, O5 1.370, H8 1.088
7 O -1.86888 -0.52730 0.36090  N2 1.438, H9 0.991
8 H 1.13256 0.18692 -1.30991  C6 1.088
9 H -1.02341 -1.04327 0.37367  O7 0.991



--- B ---
Molecular formula: CH4NO3
Method: DFT, wB97M-V/def2-TZVPD

charge: -1
LUMO level: 4.431 eV
E_HOMO: -4.50 eV
Kohn-Sham gap: 0.328 Ha
spin multiplicity: 1

Bonds (Å) are listed after each position.
Cartesian coordinates (Å):
1 C 0.25888 0.00748 -0.67683  O5 1.271, N6 1.466, O9 1.228
2 H 1.20505 0.44825 -2.38510  N6 1.001
3 H 2.09104 0.94893 -0.81191  N6 0.995
4 O -1.24547 -0.24030 2.34287  H7 0.947, H8 1.071
5 O 0.15968 0.55200 0.46748  C1 1.271
6 N 1.36778 0.62146 -1.41247  C1 1.466, H2 1.001, H3 0.995
7 H -2.13367 -0.10505 2.04352  O4 0.947
8 H -0.59234 -0.00937 1.52605  O4 1.071
9 O -0.35819 -0.95782 -1.11859  C1 1.228



Computed stability ranking, most favorable first: B, A